w.
Here is the molecule C4H10O2 from the Open Molecules 2025 dataset. Energies are from wB97M-V/def2-TZVPD.

Each line ends with the Löwdin charge.
Atoms and positions in Å:
O: -1.400 0.363 -1.553  -0.081
C: -1.673 -0.250 -0.315  -0.284
C: -0.520 -1.121 0.195  -0.186
C: 0.609 -0.386 0.930  -0.195
C: 1.484 0.534 0.093  -0.253
O: 0.721 1.653 -0.357  -0.082
H: -0.670 0.979 -1.375  0.047
H: -1.942 0.499 0.451  0.120
H: -2.557 -0.877 -0.472  0.113
H: -0.112 -1.667 -0.667  0.118
H: -0.926 -1.874 0.882  0.109
H: 1.281 -1.130 1.377  0.114
H: 0.189 0.196 1.762  0.118
H: 1.899 -0.019 -0.764  0.124
H: 2.323 0.889 0.708  0.116
H: 1.294 2.213 -0.896  0.104

Multiplicity: 1
Orbital gap (eV): 10.472

x.
Here is a cluster of 2 separate species, C4H10O2 in total from the Open Molecules 2025 dataset. Energies are from wB97M-V/def2-TZVPD.

Each line ends with the Löwdin charge.
Atoms and positions in Å:
C: 1.832 1.256 0.191  -0.139
O: 0.809 0.565 0.878  -0.176
C: -0.531 -0.496 -0.505  -0.020
C: -0.160 -1.760 0.175  -0.061
C: -1.833 0.177 -0.341  -0.365
O: -1.288 1.402 -0.032  -0.203
H: 2.674 0.574 0.027  0.082
H: 1.478 1.636 -0.779  0.084
H: 2.185 2.109 0.785  0.086
H: 0.061 -0.152 -1.347  0.132
H: 0.907 -1.980 0.126  0.085
H: -0.722 -2.551 -0.348  0.107
H: -0.482 -1.769 1.219  0.098
H: -2.437 0.166 -1.271  0.125
H: -2.443 -0.294 0.454  0.123
H: -0.050 1.118 0.768  0.042

Multiplicity: 1
Orbital gap (spin up / spin down) (eV): 8.445 / 8.447

y.
Here is the molecule C4H10O2 from the Open Molecules 2025 dataset. Energies are from wB97M-V/def2-TZVPD.

Each line ends with the Löwdin charge.
Atoms and positions in Å:
C: -1.386 -1.206 -1.761  -0.104
O: -1.162 -0.207 -0.796  -0.206
C: -0.202 -0.561 0.179  -0.188
C: 0.316 0.741 0.798  -0.433
C: 1.644 0.550 1.514  -0.048
O: 0.530 1.687 -0.227  -0.032
H: -0.437 -1.575 -2.179  0.091
H: -1.939 -2.059 -1.343  0.091
H: -1.975 -0.757 -2.564  0.091
H: 0.632 -1.098 -0.301  0.126
H: -0.644 -1.220 0.942  0.136
H: -0.439 1.115 1.512  0.144
H: 2.095 1.533 1.674  0.083
H: 2.334 -0.037 0.897  0.081
H: 1.528 0.056 2.484  0.082
H: -0.199 1.552 -0.852  0.087

Multiplicity: 1
Orbital gap (eV): 11.091

Of them, the most stable is w and the least stable is x.

w.
Here is a cluster of 2 separate species, C3H4O3 in total from the Open Molecules 2025 dataset. Energies are from wB97M-V/def2-TZVPD.

Each line ends with the Löwdin charge.
Atoms and positions in Å:
C: 0.418 -2.518 -0.919  -0.033
C: 0.150 -0.316 0.397  -0.345
C: -0.317 1.911 0.245  -0.056
O: 0.052 -2.745 -2.031  0.031
O: 0.171 -0.369 1.591  0.081
O: 0.043 0.686 -0.428  -0.056
H: 0.795 -3.282 -0.252  0.066
H: -1.107 1.602 0.951  0.088
H: -0.766 2.588 -0.449  0.073
H: 0.560 2.442 0.894  0.152

Multiplicity: 1
Orbital gap (spin up / spin down) (eV): 8.457 / 8.697

x.
Here is the molecule C3H4O3 from the Open Molecules 2025 dataset. Energies are from wB97M-V/def2-TZVPD.

Each line ends with the Löwdin charge.
Atoms and positions in Å:
O: 0.906 -1.225 -2.031  0.100
C: -0.146 -0.890 -1.562  -0.303
C: -0.334 1.458 1.012  -0.010
O: 0.542 0.504 1.246  -0.030
C: 0.580 -0.644 0.673  -0.190
O: -0.441 -0.792 -0.235  0.003
H: -1.069 -0.623 -2.110  0.153
H: -0.213 2.277 1.691  0.060
H: -1.260 1.223 0.498  0.072
H: 1.435 -1.288 0.818  0.146

Multiplicity: 1
Orbital gap (spin up / spin down) (eV): 8.556 / 8.259

y.
Here is a structure of composition C3H4O3 from the Open Molecules 2025 dataset. Energies are from wB97M-V/def2-TZVPD.

Each line ends with the Löwdin charge.
Atoms and positions in Å:
C: -0.413 0.230 -0.369  -0.321
C: 0.456 -1.005 0.091  -0.001
C: 0.877 0.866 -0.069  -0.451
H: -2.011 0.649 1.127  0.260
H: -0.586 0.040 -1.302  0.106
H: 0.339 -1.810 -0.552  0.089
H: 0.103 -1.459 1.004  0.117
O: -1.648 0.642 0.012  -0.025
O: 1.822 -0.198 0.016  0.066
O: 1.061 2.044 0.042  0.160

Multiplicity: 1
Orbital gap (eV): 10.421

Of them, the most stable is y and the least stable is w.

w.
Here is the molecule C3H4O3 from the Open Molecules 2025 dataset. Energies are from wB97M-V/def2-TZVPD.

Each line ends with the Löwdin charge.
Atoms and positions in Å:
C: -1.669 0.080 0.479  -0.028
O: -0.306 -0.292 0.825  -0.006
C: 0.530 -0.199 -0.221  -0.434
O: 0.177 0.125 -1.330  0.106
C: 2.055 -0.137 -0.278  -0.161
O: 2.739 0.392 0.553  0.096
H: -2.264 -0.032 1.384  0.095
H: -1.727 1.119 0.147  0.099
H: -2.026 -0.572 -0.318  0.095
H: 2.491 -0.484 -1.240  0.140

Multiplicity: 1
Orbital gap (eV): 10.573

x.
Here is a cluster of 3 separate species, C3H4O3 in total from the Open Molecules 2025 dataset. Energies are from wB97M-V/def2-TZVPD.

Each line ends with the Löwdin charge.
Atoms and positions in Å:
O: -2.360 -1.907 -0.432  0.055
C: -1.511 -1.297 -0.876  0.008
O: 0.888 -1.945 0.346  -0.034
C: 1.511 -0.922 0.232  -0.166
C: -0.535 1.731 0.093  -0.162
O: -1.645 1.401 -0.233  -0.034
H: 2.144 -0.534 1.054  0.084
H: 1.489 -0.311 -0.693  0.082
H: -0.082 1.408 1.053  0.082
H: 0.100 2.376 -0.545  0.086

Multiplicity: 1
Orbital gap (eV): 10.686

y.
Here is the molecule C3H4O3 from the Open Molecules 2025 dataset. Energies are from wB97M-V/def2-TZVPD.

Each line ends with the Löwdin charge.
Atoms and positions in Å:
O: -1.720 -1.000 0.228  0.052
C: -0.674 -0.756 0.773  -0.236
C: 0.129 0.688 0.764  -0.074
O: 0.156 1.134 -0.600  -0.014
C: 0.361 0.101 -1.404  -0.322
O: 0.616 -1.007 -0.994  0.066
H: -0.117 -1.557 1.302  0.126
H: -0.127 1.625 1.300  0.134
H: 1.143 0.425 1.088  0.113
H: 0.233 0.348 -2.456  0.155

Multiplicity: 1
Orbital gap (eV): 10.815

z.
Here is a cluster of 2 separate species, C3H4O3 in total from the Open Molecules 2025 dataset. Energies are from wB97M-V/def2-TZVPD.

Each line ends with the Löwdin charge.
Atoms and positions in Å:
O: -0.848 -1.909 -0.046  0.186
C: -0.140 -1.009 -0.253  -0.253
C: 0.631 0.065 -0.377  -0.155
O: 0.981 0.748 0.786  0.001
C: -0.016 0.969 1.665  -0.321
O: -1.165 0.654 1.519  0.096
H: -0.403 -1.010 -2.370  0.099
H: 1.152 0.356 -1.275  0.108
H: -0.607 -0.314 -2.197  0.090
H: 0.416 1.449 2.548  0.149

Multiplicity: 1
Orbital gap (eV): 9.540

Of them, the most stable is w and the least stable is z.

w.
Here is the ion CH7N4O with charge +1 from the Open Molecules 2025 dataset. Energies are from wB97M-V/def2-TZVPD.

Each line ends with the Löwdin charge.
Atoms and positions in Å:
C: 0.764 -0.260 0.195  -0.285
N: 0.792 -0.948 -2.027  0.163
N: 0.284 -1.032 -0.921  -0.066
N: -0.619 1.563 -0.098  0.046
N: -0.372 -0.660 1.218  0.209
O: 0.712 1.146 0.095  -0.106
H: 1.767 -0.497 0.418  0.157
H: 0.088 -1.633 -2.482  0.127
H: -0.524 2.343 0.510  0.107
H: -0.731 1.785 -1.151  0.168
H: -0.147 -0.422 2.181  0.161
H: -1.040 0.128 0.938  0.132
H: -0.974 -1.512 1.125  0.185

Net charge: +1
Multiplicity: 1
Orbital gap (eV): 9.966

x.
Here is a cluster of 2 separate species, CH7N4O in total from the Open Molecules 2025 dataset. Energies are from wB97M-V/def2-TZVPD.

Each line ends with the Löwdin charge.
Atoms and positions in Å:
C: -1.837 0.069 0.080  -0.180
N: -1.240 1.155 -0.180  0.211
N: -1.268 -1.112 0.296  0.186
N: 1.724 0.418 0.109  -0.067
N: 2.932 0.481 0.193  0.156
O: 1.324 -0.851 -0.336  -0.063
H: -0.212 1.307 -0.270  0.128
H: -0.224 -1.172 0.365  0.091
H: -1.604 -1.999 0.153  0.100
H: 3.177 1.360 0.477  0.052
H: -2.918 -0.067 -0.009  0.170
H: -1.851 1.891 -0.405  0.125
H: 1.999 -1.480 -0.474  0.090

Net charge: +1
Multiplicity: 1
Orbital gap (eV): 11.768

Of them, the most stable is x and the least stable is w.